Record 1
C34H35BiN3O3P as an isolated structure, computed with ωB97M-V/def2-TZVPD.

XYZ file:
```
77
Properties=species:S:1:pos:R:3:forces:R:3
Bi 0.218505 -0.157188 0.019981 0.252 -0.008 0.308
C -1.437951 -1.863480 2.470915 0.011 0.058 -0.033
C -2.478181 -1.323780 1.540989 0.071 -0.029 0.009
C -3.830770 -1.570418 1.746034 -0.016 -0.015 0.044
C -4.759352 -1.041839 0.875418 -0.027 -0.014 0.001
C -4.329301 -0.253720 -0.182566 -0.157 0.025 -0.006
C -2.977982 -0.029371 -0.336666 0.154 0.050 0.022
N -2.080831 -0.571463 0.504195 -0.050 -0.010 -0.120
C -2.432969 0.831504 -1.419397 0.101 -0.017 0.078
C -3.255402 1.448617 -2.345585 -0.089 -0.025 -0.009
C -2.695047 2.261351 -3.309820 -0.005 0.063 -0.057
C -1.325286 2.444845 -3.334044 0.007 0.043 -0.045
C -0.538267 1.807027 -2.392005 0.051 -0.050 0.111
N -1.099061 1.015302 -1.458418 -0.187 0.033 -0.040
C 0.936766 1.997970 -2.338532 -0.052 -0.121 0.108
C 1.610318 2.737252 -3.289168 0.015 0.080 -0.127
C 2.980982 2.900187 -3.160959 0.017 0.017 -0.028
C 3.628889 2.326536 -2.088189 0.053 0.033 0.016
C 2.904089 1.582459 -1.164676 -0.030 -0.080 0.045
C 3.578511 0.947643 0.011924 -0.094 0.019 -0.013
N 1.579089 1.421581 -1.307804 -0.067 0.073 -0.047
H -0.618548 -2.346077 1.933847 -0.067 0.022 -0.008
H -1.868373 -2.597737 3.147233 0.000 0.006 0.014
H -1.018190 -1.051542 3.070119 0.016 -0.015 0.005
H -4.136662 -2.175452 2.588556 0.010 -0.001 -0.026
H -5.814550 -1.238037 1.013117 0.015 0.025 0.003
H -5.054351 0.171522 -0.859018 0.025 -0.010 0.016
H -4.323402 1.304255 -2.318165 0.009 0.009 0.000
H -3.322817 2.761220 -4.036011 0.010 -0.030 0.009
H -0.882522 3.089527 -4.075420 -0.011 0.011 -0.005
H 1.097149 3.179571 -4.128747 0.011 -0.004 0.022
H 3.531527 3.471680 -3.896289 -0.005 -0.003 0.012
H 4.695335 2.443965 -1.953774 -0.020 -0.002 -0.002
H 3.391151 -0.128930 0.040897 0.002 0.016 0.015
H 3.204539 1.381589 0.941605 0.020 0.007 -0.038
H 4.653020 1.107811 -0.028664 -0.004 -0.025 -0.003
C 2.084289 3.290227 6.157529 -0.026 0.003 -0.023
C 1.246484 3.869644 5.210650 0.008 -0.014 0.009
C 0.909322 3.179678 4.059239 -0.020 0.043 -0.051
C 1.408890 1.892929 3.837997 -0.025 -0.041 -0.016
C 2.270071 1.333084 4.784196 0.004 -0.037 0.003
C 2.600948 2.021225 5.940302 0.008 -0.003 0.004
C 1.119729 1.110588 2.623986 0.037 0.038 0.011
C 0.125253 1.266108 1.736727 -0.115 -0.060 -0.178
C -1.077616 2.117643 1.875125 -0.005 0.040 0.027
C -1.433553 3.074681 0.924295 0.132 0.016 0.003
C -2.581704 3.839803 1.080062 -0.016 0.001 -0.014
C -3.400325 3.651288 2.184421 0.029 -0.018 0.012
C -3.055460 2.702988 3.141170 -0.020 0.004 -0.036
C -1.905583 1.945186 2.988593 -0.058 -0.097 -0.042
H 2.339882 3.832738 7.058347 0.006 -0.005 -0.023
H 0.858406 4.867173 5.370125 0.011 -0.014 0.000
H 0.269098 3.649608 3.322748 0.064 -0.008 0.078
H 2.682190 0.343792 4.611454 -0.001 0.048 -0.010
H 3.269283 1.574636 6.664881 -0.028 -0.001 -0.008
H 1.838558 0.308043 2.451390 0.006 0.061 -0.009
H -0.775241 3.263199 0.082457 -0.014 -0.014 0.003
H -2.829821 4.596348 0.345560 0.019 -0.011 0.021
H -4.289832 4.254249 2.310149 0.001 -0.019 0.000
H -3.680369 2.561953 4.013756 0.017 0.008 -0.004
H -1.626250 1.226954 3.751716 -0.010 0.014 -0.019
C 4.474534 -3.545350 0.270146 -0.055 0.122 -0.059
O 3.467728 -3.674744 1.286183 0.123 -0.155 0.023
P 2.274114 -2.614230 1.450826 0.002 0.125 0.112
O 1.055821 -3.219539 0.579969 0.006 -0.096 -0.184
C 0.690111 -4.620943 0.622010 -0.039 0.028 0.067
O 1.755514 -3.066179 2.909242 0.002 -0.069 0.063
C 2.612850 -3.034782 4.063500 0.043 0.027 -0.026
H 5.046502 -4.466134 0.278382 0.017 -0.043 0.017
H 5.137584 -2.708734 0.490434 -0.016 0.012 0.025
H 4.028206 -3.413280 -0.716982 -0.021 -0.020 0.026
H 0.452769 -4.924267 -0.392917 -0.007 0.010 -0.025
H -0.181298 -4.743413 1.262096 -0.006 0.013 0.017
H 1.507944 -5.223898 1.007074 0.036 0.007 0.000
H 2.181444 -3.708349 4.796760 -0.031 -0.001 0.010
H 2.652269 -2.026474 4.478045 -0.010 -0.007 -0.023
H 3.616475 -3.374621 3.813977 -0.014 -0.016 -0.016
```
Forces are in eV/Å.

Output
Maximum force   0.398 eV Å⁻¹
Energy relative to the best compared isomer or geometry (same formula, charge and spin)   0.0 kcal per mole
Net charge   +2
LUMO   -6.388 eV
E   -61556.250 eV
Orbital gap   6.65 eV
2S+1   1
HOMO level   -13.04 eV

=====

Record 2
A 3-piece molecular cluster, C23H55O11P2 overall, computed with ωB97M-V/def2-TZVPD.

XYZ file:
```
91
Properties=species:S:1:pos:R:3:forces:R:3
C 5.594747 -1.054335 1.882246 -0.040 0.012 -0.018
C 4.698475 -0.086869 1.145813 0.049 0.114 0.095
O 5.293585 0.200186 -0.117824 -0.010 -0.171 -0.084
C 4.589917 1.153330 -0.865018 0.019 0.165 0.012
C 5.245792 2.526638 -0.724405 0.013 -0.050 0.043
O 4.307898 3.578552 -1.024819 0.034 0.078 -0.091
C 3.470693 3.855931 0.051543 -0.089 -0.060 0.095
P 2.019705 4.734383 -0.614552 0.031 0.029 0.065
C 0.563743 3.956202 0.085315 0.076 -0.064 0.043
C 0.425719 2.572932 -0.588032 0.150 -0.123 0.005
P 0.232932 1.282399 0.682099 -0.342 0.064 -0.082
O 1.529705 1.152016 1.358711 0.077 -0.001 0.110
O -0.925321 1.757812 1.627584 0.123 -0.047 0.068
C -2.266707 2.177612 1.284348 -0.178 0.047 0.054
C -3.008877 1.270711 0.332462 -0.152 0.007 -0.045
O -0.330415 0.010845 -0.053012 0.168 0.023 -0.044
C 0.528342 -1.113199 -0.407737 0.040 -0.025 0.040
C 1.492101 -0.760965 -1.520497 -0.017 -0.042 -0.062
H 5.077464 -1.454405 2.754704 0.026 0.024 0.004
H 6.513018 -0.570944 2.214613 -0.001 -0.008 -0.038
H 5.859432 -1.882240 1.224315 -0.023 -0.015 0.034
H 4.572535 0.846828 1.714057 -0.027 -0.071 0.016
H 3.694506 -0.503028 0.996479 0.067 0.012 -0.037
H 4.581768 0.838265 -1.910472 0.013 0.028 -0.006
H 3.545026 1.223333 -0.529404 0.106 -0.012 0.025
H 6.065415 2.669250 -1.423752 0.017 -0.068 0.018
H 5.633045 2.640763 0.293175 -0.020 0.050 -0.020
H 3.941799 4.478230 0.823735 0.012 -0.004 -0.018
H 3.065409 2.954307 0.538347 0.023 0.023 0.038
H 2.077705 6.107382 -0.362592 0.019 -0.006 0.000
H 2.036097 4.579904 -2.000469 -0.008 0.059 -0.010
H 0.807411 3.838310 1.147551 -0.102 0.069 0.016
H -0.323296 4.582966 0.014400 0.021 -0.024 -0.109
H 1.385521 2.262765 -1.022842 -0.107 0.035 -0.199
H -0.305698 2.566689 -1.395139 -0.108 0.035 0.129
H -2.217628 3.203575 0.908831 0.049 -0.042 -0.067
H -2.787453 2.210920 2.239289 0.047 0.028 0.000
H -3.079480 0.257874 0.725640 0.047 0.003 -0.004
H -4.021788 1.666204 0.233529 0.009 -0.022 0.016
H -2.573145 1.226929 -0.665497 0.073 0.021 0.048
H -0.161345 -1.898098 -0.706966 -0.051 0.063 -0.006
H 1.047804 -1.428009 0.496302 0.019 -0.048 -0.034
H 2.387688 -0.270417 -1.138108 -0.137 -0.071 -0.046
H 1.009185 -0.107731 -2.250773 -0.030 -0.054 -0.018
H 1.796324 -1.665257 -2.049663 0.078 0.001 0.057
C -10.257423 3.276326 4.592735 -0.095 -0.082 0.003
O -9.113141 2.453372 4.596131 0.171 0.149 0.007
C -8.729098 2.003744 3.314667 -0.070 -0.029 -0.027
C -7.234766 1.786310 3.235472 -0.008 -0.111 -0.026
O -6.455438 2.972320 3.194491 0.090 0.040 -0.068
C -6.300722 3.715068 4.394435 0.000 0.017 0.039
C -5.382377 3.083293 5.417543 0.047 0.068 0.076
O -6.003827 1.996557 6.066503 -0.059 -0.085 -0.199
C -5.096233 1.051922 6.581099 0.028 0.046 0.113
H -11.161369 2.717145 4.326442 0.010 -0.011 -0.018
H -10.374332 3.670711 5.600058 -0.011 -0.012 -0.003
H -10.145861 4.110881 3.891040 0.015 0.005 0.012
H -9.034024 2.724008 2.545252 0.037 0.036 0.017
H -9.218236 1.045227 3.090694 -0.052 0.029 -0.036
H -7.038816 1.295627 2.278601 0.021 -0.036 0.030
H -6.904886 1.121290 4.036082 -0.047 0.057 0.062
H -7.265572 3.948908 4.847793 -0.001 -0.084 0.022
H -5.830993 4.650491 4.081344 -0.056 0.022 0.003
H -5.115098 3.856802 6.152053 0.065 -0.029 0.014
H -4.455626 2.756082 4.925650 -0.022 -0.025 -0.044
H -4.411846 0.691863 5.802827 -0.015 -0.007 -0.008
H -5.679349 0.214055 6.957245 0.007 0.007 0.011
H -4.499243 1.463715 7.403154 0.001 0.022 -0.010
C 6.571382 -4.419406 -6.128416 0.027 0.068 -0.078
O 5.175188 -4.413676 -5.936201 -0.036 -0.135 0.165
C 4.481078 -5.306517 -6.788762 0.014 0.017 -0.097
C 3.241693 -5.853530 -6.116724 0.035 0.033 -0.063
O 3.513691 -6.795753 -5.092541 -0.028 -0.013 0.007
C 3.847194 -6.293614 -3.811894 -0.006 0.015 0.054
C 2.652090 -5.885281 -2.979502 -0.004 -0.035 0.089
O 2.102289 -4.661072 -3.439014 0.000 -0.044 -0.177
C 0.734491 -4.515033 -3.153233 0.003 0.099 0.113
H 6.852045 -3.991088 -7.097475 -0.019 -0.008 -0.012
H 7.011140 -3.814024 -5.337693 -0.002 0.009 -0.014
H 6.978137 -5.434584 -6.067766 -0.011 0.001 0.020
H 5.131268 -6.139578 -7.079476 -0.004 -0.016 0.048
H 4.171945 -4.783860 -7.704474 0.051 -0.011 -0.030
H 2.687072 -6.410112 -6.875477 -0.056 0.043 0.016
H 2.613008 -5.036799 -5.756208 0.038 0.008 0.056
H 4.562981 -5.471121 -3.874162 -0.033 0.026 -0.044
H 4.321509 -7.130033 -3.293757 0.062 0.040 0.001
H 2.980640 -5.776900 -1.936294 -0.054 -0.007 0.025
H 1.895213 -6.677409 -3.016163 0.003 0.001 -0.050
H 0.147550 -5.372209 -3.499593 0.037 -0.011 -0.026
H 0.391555 -3.621078 -3.673889 -0.029 -0.004 0.020
H 0.555763 -4.391585 -2.076115 -0.008 -0.027 0.009
```
Forces are in eV/Å.

Output
Maximum force   0.358 eV Å⁻¹
Net charge   +1
LUMO   -2.789 eV
E   -65834.134 eV
Orbital gap   7.83 eV
2S+1   1
HOMO level   -10.62 eV

=====

Record 3
An isolated molecule of C4H6O2 in a non-equilibrium geometry, computed with ωB97M-V/def2-TZVPD.

XYZ file:
```
12
Properties=species:S:1:pos:R:3:forces:R:3
O 0.790791 1.940290 0.950769 -0.551 -0.161 -0.535
C 0.407839 1.008591 0.283077 0.169 0.082 0.163
C -1.004223 0.636361 -0.150728 0.187 -0.418 -0.053
C -0.789383 -0.978305 -0.025295 -0.365 0.508 0.088
O 0.457724 -1.107383 -0.698665 -0.091 -0.008 0.087
C 1.290971 -0.164012 -0.073516 0.391 0.169 0.166
H -1.167881 0.756724 -1.228410 0.370 0.164 0.091
H -1.687192 1.370403 0.333658 -0.022 -1.398 0.216
H -0.669657 -1.339128 1.015217 -0.180 0.434 -0.212
H -1.465860 -1.686262 -0.532860 -0.113 0.881 0.134
H 2.103838 0.161939 -0.721638 0.025 -0.228 -0.040
H 1.687935 -0.554174 0.873733 0.181 -0.026 -0.105
```
Forces are in eV/Å.

Output
SMILES   O=C1CCOC1
Maximum force   1.414 eV Å⁻¹
Energy relative to the best compared isomer or geometry (same formula, charge and spin)   32.6 kcal per mole
Net charge   0
LUMO   0.908 eV
E   -8339.047 eV
Orbital gap   10.50 eV
2S+1   1
HOMO level   -9.60 eV

=====

Record 4
C4H7ClOS as an isolated structure in a non-equilibrium geometry, computed with ωB97M-V/def2-TZVPD.

XYZ file:
```
14
Properties=species:S:1:pos:R:3:forces:R:3
C 1.010239 1.019004 0.569168 -0.283 -1.830 -2.788
C -1.061930 -1.151899 0.473766 -3.288 1.090 0.332
C 0.317706 0.059397 -1.089766 2.530 3.002 2.438
C -1.033791 -0.382210 -0.831426 -2.282 3.072 1.350
O 3.021902 1.491054 2.129647 0.295 0.304 0.757
S 2.317623 0.451857 1.387243 -1.189 0.350 -1.362
Cl 0.403949 2.614547 0.660826 0.239 -0.294 0.083
H -2.123074 -1.483365 0.781877 1.423 0.605 -0.634
H -0.566888 -2.055550 0.217136 1.281 -0.748 1.004
H -0.750795 -0.379671 1.216912 0.420 -1.628 -0.069
H 0.495259 0.903091 -1.758224 -0.316 -0.101 0.049
H 1.028878 -0.694079 -1.310677 0.782 -0.836 0.193
H -1.346057 -0.981802 -1.629380 -0.676 -0.928 -1.424
H -1.713020 0.589626 -0.817102 1.064 -2.060 0.070
```
Forces are in eV/Å.

Output
Maximum force   4.622 eV Å⁻¹
Energy relative to the best compared isomer or geometry (same formula, charge and spin)   78.7 kcal per mole
Net charge   0
LUMO   -0.169 eV
E   -29663.144 eV
Orbital gap   8.88 eV
2S+1   1
HOMO level   -9.05 eV

=====

- Look up the E of the third one.
  -8339.047 eV